Model one:
Here is 2 unconnected molecules or ions with the total composition C5H15NO from OMol25. Energies are from the ωB97M-V functional and the def2-TZVPD basis.

Structure (XYZ):
```
22
Properties=species:S:1:pos:R:3
C 1.75 2.05 0.13
N 1.14 1.08 -0.77
C -0.15 0.52 -0.20
C -0.69 -0.73 -0.98
C 0.50 -1.63 -1.33
C -1.71 -1.58 -0.13
H 2.43 1.53 0.89
H 0.95 2.65 0.64
H 2.61 2.57 -0.47
H 0.81 1.41 -1.66
H -0.93 1.31 -0.05
H 0.13 0.17 0.79
H -1.17 -0.26 -1.98
H 0.38 -2.07 -2.32
H 0.61 -2.49 -0.58
H 1.49 -1.04 -1.41
H -2.58 -1.06 0.29
H -1.21 -1.85 0.82
H -2.24 -2.45 -0.65
H -1.41 0.78 2.63
H -0.02 0.22 3.06
O -0.70 0.88 3.28
```

Calculated values
Total charge ... +1
2S+1 ... 2
<S²> ... 0.754
HOMO (spin up / spin down) ... -14.98 / -14.98 eV
HOMO-LUMO gap (spin up / spin down) ... 11.79 / 6.49 eV



Model two:
Here is 2 unconnected molecules or ions with the total composition C5H15NO from OMol25. Energies are from the ωB97M-V functional and the def2-TZVPD basis.

Structure (XYZ):
```
22
Properties=species:S:1:pos:R:3
C 1.33 -0.51 -1.28
C 0.39 0.06 -0.21
C -1.03 -0.47 -0.16
C -2.12 0.58 0.22
C -1.33 -1.69 0.76
N 1.04 -0.06 1.15
H 1.70 0.36 -1.88
H 2.23 -1.00 -0.90
H 0.89 -1.10 -2.10
H 0.19 1.16 -0.52
H -1.28 -0.77 -1.22
H -3.10 0.30 -0.21
H -2.02 1.63 -0.12
H -2.16 0.58 1.29
H -0.43 -2.00 1.33
H -2.22 -1.64 1.41
H -1.35 -2.66 0.20
H 1.28 -1.10 1.06
H 0.30 -0.08 1.84
H 1.94 2.61 -0.67
H 3.06 2.68 0.39
O 2.71 3.11 -0.39
```

Calculated values
Total charge ... +1
2S+1 ... 2
<S²> ... 0.755
HOMO (spin up / spin down) ... -14.77 / -14.77 eV
HOMO-LUMO gap (spin up / spin down) ... 11.47 / 5.26 eV



Ordering by calculated energy gives the sequence model one, model two, with the first entry being the most stable.



Model one:
Here is 2 unconnected molecules or ions with the total composition C3H11NS from OMol25. Energies are from the ωB97M-V functional and the def2-TZVPD basis.

Structure (XYZ):
```
16
Properties=species:S:1:pos:R:3
C -2.69 -0.11 2.00
N -2.69 -0.50 0.58
H -3.67 0.33 2.24
H -1.96 0.64 2.16
H -2.56 -0.95 2.67
H -2.24 -1.40 0.47
H -3.64 -0.72 0.31
C 1.82 0.70 -2.47
S 2.89 1.17 -1.04
C 2.50 -0.18 0.14
H 0.85 1.15 -2.24
H 1.84 -0.35 -2.69
H 2.27 1.34 -3.24
H 2.82 0.18 1.11
H 1.42 -0.25 0.19
H 3.03 -1.07 -0.17
```

Calculated values
Structure (SMILES) ... CSC.CN
HOMO ... -8.36 eV
HOMO-LUMO gap ... 9.29 eV



Model two:
Here is 2 unconnected molecules or ions with the total composition C3H11NS from OMol25. Energies are from the ωB97M-V functional and the def2-TZVPD basis.

Structure (XYZ):
```
16
Properties=species:S:1:pos:R:3
C 1.50 0.36 0.46
C 0.14 0.25 -0.22
C 0.17 0.78 -1.67
N -0.22 -1.17 -0.33
H 1.50 0.08 1.51
H 2.24 -0.23 -0.08
H 1.81 1.41 0.37
H -0.55 0.87 0.36
H 0.85 0.18 -2.27
H 0.47 1.83 -1.73
H -0.83 0.68 -2.09
H -2.00 -1.48 1.21
H -1.23 -1.24 -0.41
H -0.15 -1.54 0.62
S -1.33 -0.68 2.46
H -2.38 -0.12 1.81
```

Calculated values
Structure (SMILES) ... CC(C)N.S
HOMO ... -9.39 eV
HOMO-LUMO gap ... 9.31 eV



Ordering by calculated energy gives the sequence model one, model two, with the first entry being the most stable.



Model one:
Here is 2 unconnected molecules or ions with the total composition C3H11NS from OMol25. Energies are from the ωB97M-V functional and the def2-TZVPD basis.

Structure (XYZ):
```
16
Properties=species:S:1:pos:R:3
C -1.85 -1.25 -1.22
S -2.33 -1.49 0.52
H -0.86 -0.81 -1.30
H -2.56 -0.62 -1.75
H -1.92 -2.20 -1.76
C 2.02 -0.20 0.99
N 0.72 0.23 0.43
C 0.73 1.55 -0.16
H 2.31 0.49 1.78
H 2.73 -0.30 0.18
H 1.81 -1.16 1.46
H -2.82 -0.24 0.65
H -0.01 0.20 1.12
H -0.32 1.79 -0.35
H 1.07 2.36 0.51
H 1.27 1.66 -1.10
```

Calculated values
Structure (SMILES) ... CNC.CS
HOMO ... -8.71 eV
HOMO-LUMO gap ... 9.59 eV



Model two:
Here is 2 unconnected molecules or ions with the total composition C3H11NS from OMol25. Energies are from the ωB97M-V functional and the def2-TZVPD basis.

Structure (XYZ):
```
16
Properties=species:S:1:pos:R:3
C -2.54 -1.96 -0.11
S -2.27 -1.80 1.69
H -1.70 -2.45 -0.57
H -2.84 -0.96 -0.41
H -3.44 -2.55 -0.22
C 2.02 2.09 -0.85
N 1.57 0.72 -0.72
C 0.94 0.34 0.54
H 1.36 2.65 -1.52
H 3.06 2.15 -1.13
H 1.89 2.68 0.06
H 0.88 0.54 -1.43
H -1.15 -2.32 2.03
H 0.25 1.14 0.89
H 0.33 -0.55 0.39
H 1.65 0.27 1.36
```

Calculated values
Structure (SMILES) ... CNC.CS
HOMO ... -8.69 eV
HOMO-LUMO gap ... 9.58 eV



Ordering by calculated energy gives the sequence model one, model two, with the first entry being the most stable.



Model one:
Here is 2 unconnected molecules or ions with the total composition C9H14O2 from OMol25. Energies are from the ωB97M-V functional and the def2-TZVPD basis.

Structure (XYZ):
```
25
Properties=species:S:1:pos:R:3
C -2.04 2.73 0.29
C 2.14 1.20 0.23
C 1.14 0.79 -0.78
C 1.67 2.01 1.27
C -0.17 1.22 -0.63
C 0.26 2.40 1.31
C -0.64 2.04 0.33
O 3.54 1.08 0.17
H 3.90 0.60 -0.56
H 1.41 0.13 -1.64
H 2.27 2.34 2.09
H -0.99 0.74 -1.37
H -0.05 3.02 2.19
H -2.49 2.46 -0.73
H -1.95 3.78 0.30
H -2.74 2.53 0.99
C -1.28 -4.19 -0.81
C -1.03 -3.22 0.41
O -2.51 -4.00 -1.47
H -0.72 -3.95 -1.79
H -1.18 -5.24 -0.35
H -0.53 -3.75 1.24
H -3.16 -3.87 -0.79
H -2.04 -2.90 0.81
H -0.35 -2.44 0.30
```

Calculated values
Structure (SMILES) ... Cc1ccc(O)cc1.CCO
HOMO ... -8.60 eV
HOMO-LUMO gap ... 9.35 eV



Model two:
Here is a single C9H14O2 molecule from OMol25. Energies are from the ωB97M-V functional and the def2-TZVPD basis.

Structure (XYZ):
```
25
Properties=species:S:1:pos:R:3
C 0.34 -0.63 -1.47
C -0.67 0.25 -1.49
C 1.57 1.54 0.06
C 0.07 1.94 0.31
C 1.81 0.11 0.60
C 0.61 -0.66 0.05
C -0.71 0.68 -0.04
C 0.48 -1.98 0.88
C -2.86 -0.34 0.11
O 3.12 -0.19 0.05
O -1.89 0.50 0.67
H 0.92 -1.18 -2.10
H -1.07 0.51 -2.45
H 1.73 1.44 -1.11
H 2.13 2.41 0.44
H -0.03 2.11 1.40
H -0.30 2.63 -0.42
H 2.01 0.15 1.61
H 0.23 -1.68 1.82
H 1.48 -2.56 0.61
H -0.40 -2.49 0.40
H -3.44 -0.64 0.88
H -2.27 -1.25 -0.30
H -3.63 0.26 -0.62
H 3.24 0.45 -0.61
```

Calculated values
Structure (SMILES) ... CO[C@]12C=C[C@@]1(C)[C@@H](O)CC2
HOMO ... -8.34 eV
HOMO-LUMO gap ... 9.29 eV



Model three:
Here is a single C9H14O2 molecule from OMol25. Energies are from the ωB97M-V functional and the def2-TZVPD basis.

Structure (XYZ):
```
25
Properties=species:S:1:pos:R:3
C -0.74 0.40 0.68
C -1.98 0.69 1.19
C -0.10 -1.49 -0.68
C 1.44 -1.43 -0.70
C 0.54 0.76 -1.42
C -0.59 -0.05 -0.77
C 1.79 -0.14 -1.56
C 2.91 0.53 -0.80
C -2.14 0.69 2.70
O 3.97 1.05 -1.49
O 2.95 0.63 0.39
H -2.93 0.87 0.61
H -0.61 -1.92 -1.62
H -0.68 -2.02 0.08
H 1.63 -1.24 0.31
H 2.06 -2.28 -1.02
H 0.38 1.01 -2.46
H 0.63 1.68 -0.71
H -1.58 0.23 -1.17
H 2.20 -0.64 -2.51
H -2.60 -0.14 2.99
H -2.59 1.50 3.11
H -1.24 0.79 3.27
H 4.70 1.46 -1.02
H 0.13 0.20 1.17
```

Calculated values
Structure (SMILES) ... C/C=C/[C@@H]1CC[C@H](C(=O)O)C1
HOMO ... -9.04 eV
HOMO-LUMO gap ... 9.86 eV



Model four:
Here is a single C9H14O2 molecule from OMol25. Energies are from the ωB97M-V functional and the def2-TZVPD basis.

Structure (XYZ):
```
25
Properties=species:S:1:pos:R:3
C -0.79 -0.79 -0.35
C 2.56 -1.89 1.02
C 1.67 -1.52 0.11
C 0.59 -0.58 0.38
C 0.09 0.43 -0.63
C -2.20 -0.71 0.20
C 0.74 0.49 -1.99
C -0.29 1.80 -0.12
C -2.49 0.05 1.46
O -0.74 -1.78 -1.34
O -3.07 -1.29 -0.43
H 3.35 -2.58 0.79
H 2.53 -1.51 2.03
H 1.72 -1.92 -0.89
H 0.51 -0.27 1.42
H 1.76 0.87 -1.91
H 0.18 1.15 -2.64
H 0.77 -0.50 -2.45
H -0.53 1.79 0.94
H -1.14 2.20 -0.68
H 0.55 2.48 -0.27
H -3.36 -0.41 1.94
H -2.76 1.08 1.21
H -1.65 0.05 2.13
H -1.67 -2.00 -1.53
```

Calculated values
Structure (SMILES) ... C=C[C@H]1C(C)(C)[C@]1(O)C(C)=O
HOMO ... -9.05 eV
HOMO-LUMO gap ... 9.83 eV



Ordering by calculated energy gives the sequence model four, model three, model one, model two, with the first entry being the most stable.



Model one:
Here is a single C20H27N3O3 molecule from OMol25. Energies are from the ωB97M-V functional and the def2-TZVPD basis.

Structure (XYZ):
```
53
Properties=species:S:1:pos:R:3
C -1.23 5.63 6.19
H -1.97 5.69 6.99
H -0.37 6.24 6.46
H -1.66 6.04 5.28
C -0.83 4.18 5.95
N 0.08 4.08 4.83
C 1.45 4.52 5.09
C 2.36 3.33 4.80
H 2.46 2.70 5.69
H 3.35 3.62 4.47
C 1.57 2.59 3.72
H 1.71 3.06 2.75
H 1.84 1.54 3.64
C 0.12 2.77 4.18
C -0.87 2.75 3.01
N -0.86 1.49 2.31
C -0.32 1.33 1.08
O 0.12 2.24 0.40
C -0.35 -0.08 0.62
N -0.67 -1.07 1.42
O -0.60 -2.21 0.69
C -0.23 -1.91 -0.57
C -0.05 -0.56 -0.68
H 0.23 0.01 -1.54
C -0.10 -3.02 -1.55
O -0.20 -2.48 -2.84
C -0.14 -3.33 -3.91
C 0.04 -4.70 -3.84
C 0.08 -5.44 -5.01
C -0.06 -4.85 -6.25
C -0.24 -3.47 -6.32
C -0.28 -2.73 -5.16
H -0.42 -1.66 -5.19
C -0.39 -2.79 -7.65
H 0.49 -2.95 -8.27
H -0.53 -1.72 -7.52
H -1.26 -3.18 -8.19
C -0.01 -5.69 -7.50
H -0.94 -5.59 -8.06
H 0.14 -6.73 -7.25
H 0.80 -5.36 -8.15
H 0.23 -6.51 -4.94
H 0.16 -5.21 -2.89
H 0.88 -3.52 -1.41
H -0.89 -3.76 -1.36
H -1.13 0.66 2.81
H -1.88 2.95 3.38
H -0.60 3.52 2.29
H -0.15 1.97 4.89
H 1.68 5.35 4.40
H 1.56 4.88 6.11
H -1.72 3.60 5.71
H -0.39 3.76 6.88
```

Calculated values
Structure (SMILES) ... CCN1CCC[C@@H]1CNC(=O)c1cc(COc2ccc(C)c(C)c2)on1
HOMO ... -8.30 eV
HOMO-LUMO gap ... 9.09 eV



Model two:
Here is a single C20H27N3O3 molecule from OMol25. Energies are from the ωB97M-V functional and the def2-TZVPD basis.

Structure (XYZ):
```
53
Properties=species:S:1:pos:R:3
C 3.90 3.12 0.37
H 3.62 3.94 1.03
O 2.84 2.20 0.44
C 3.03 1.07 -0.40
C 1.81 0.23 -0.32
N 1.20 -0.20 0.74
N 0.17 -0.97 0.31
C 0.20 -0.97 -0.98
O 1.23 -0.23 -1.45
C -0.73 -1.66 -1.90
C -2.12 -1.74 -1.27
C -2.67 -0.31 -1.20
O -2.76 0.34 -2.22
N -3.02 0.20 0.00
C -2.89 -0.48 1.27
H -1.90 -0.95 1.32
C -3.99 -1.51 1.54
H -3.66 -2.12 2.39
C -5.35 -0.91 1.88
C -6.09 -0.26 0.70
H -5.76 -0.72 -0.23
H -7.15 -0.49 0.81
C -5.95 1.27 0.59
C -4.92 1.76 -0.43
H -5.07 1.25 -1.38
H -5.09 2.82 -0.59
C -3.47 1.59 -0.01
H -3.30 2.01 0.99
H -2.84 2.13 -0.73
H -5.72 1.69 1.57
H -6.92 1.68 0.29
H -5.97 -1.73 2.26
H -5.24 -0.19 2.69
H -4.10 -2.17 0.68
H -2.92 0.28 2.06
H -2.06 -2.23 -0.31
H -2.78 -2.30 -1.93
H -0.77 -1.11 -2.84
H -0.35 -2.67 -2.11
C 4.22 0.22 0.02
C 4.29 -0.22 1.34
C 5.37 -0.99 1.74
C 6.36 -1.33 0.84
C 6.28 -0.90 -0.47
C 5.21 -0.12 -0.88
H 5.15 0.23 -1.90
H 7.06 -1.16 -1.18
H 7.20 -1.94 1.16
H 5.42 -1.34 2.77
H 3.50 0.04 2.02
H 3.16 1.39 -1.45
H 4.04 3.50 -0.65
H 4.84 2.68 0.72
```

Calculated values
Structure (SMILES) ... CO[C@@H](c1ccccc1)c1nnc(CCC(=O)N2CCCCCCC2)o1
HOMO ... -8.87 eV
HOMO-LUMO gap ... 9.69 eV



Ordering by calculated energy gives the sequence model two, model one, with the first entry being the most stable.